A structure of composition C19H19ClN6O8RuS3, computed with wB97M-V/def2-TZVPD.

The HOMO energy (spin up / spin down) is -4.552 / -4.519 eV. Its electronic energy is -92944.946 eV. As for the maximum force: 0.020 hartree/bohr. Its energy above the lowest of the compared OMol25 structures with the same formula, charge and spin is 1.3674 eV.

Geometry as ORCA input:
```
! RIJCOSX wB97M-V def2-TZVPD def2/J DEFGRID3
* xyz -1 2
C -3.84435 0.59732 -2.37938
H 1.14021 1.56142 5.65549
O -2.51923 2.51806 -3.48475
H -4.69506 1.72531 -3.96077
C 1.85476 -3.08421 2.38550
C -1.51718 2.22163 3.84067
C -4.81248 0.84601 -3.34313
C -3.95468 -0.53904 -1.58008
H -6.81485 -1.83546 -2.85329
H -6.62467 0.18810 -4.27554
N -0.37927 1.54635 4.22080
H -0.08655 0.28400 5.86382
C -3.38945 -1.14716 3.60381
N 2.03705 4.21428 -1.21312
H 2.42744 -3.84221 2.90700
O -2.44214 -3.26323 3.02048
C -5.02998 -1.40326 -1.75460
C 2.39162 -0.01236 0.35322
C 0.08128 1.32068 5.57409
Cl -3.10907 -0.69784 5.32237
H -0.47954 1.96828 6.24320
Ru -0.38024 0.68296 0.16072
H 1.09718 0.47801 3.10152
C -1.59010 2.13341 2.48881
H 3.60365 -2.07222 1.49031
O -1.32370 1.03590 -1.98993
H -5.09439 -2.27826 -1.12491
H 1.37165 4.85885 -1.60787
O -2.43445 0.17075 0.46517
C -0.32999 -2.06875 1.76324
H -2.16722 2.68113 4.56225
S -2.75451 -1.04290 -0.35424
H -2.31364 2.51948 1.79011
C -5.88083 -0.01889 -3.51624
N -0.50297 1.41353 2.05044
H -3.39768 -0.23377 3.01458
C -5.98817 -1.14866 -2.72259
C -2.29326 -2.07399 3.12017
C 0.19993 1.07181 3.10867
O -1.22805 -1.38531 2.73223
H 3.46881 0.07887 0.27693
O -2.96526 2.63087 -1.07805
N 0.40339 -1.02077 1.11198
S -0.18175 3.09625 -0.30222
S -2.54965 1.83023 -2.21436
H -1.03701 -2.54835 1.08184
C 0.51787 -3.07572 2.47484
H -4.34000 -1.66609 3.56479
H -0.02542 -3.81275 3.04899
H 2.86862 4.07358 -1.76573
C 2.53064 -2.09216 1.60451
C 1.47905 3.04724 -0.73693
N 1.64151 0.93705 -0.08857
C 1.75569 -1.11994 1.03448
O -3.43676 -2.03567 0.44729
O -1.55655 -1.48804 -1.04203
N 2.28117 2.02414 -0.64283
*
```

Atomic partial charges in e from the Löwdin method, atoms 1 to 4: atom 1 (C): -0.214, atom 2 (H): 0.092, atom 3 (O): -0.325, atom 4 (H): 0.107